C12H13NOS | ωB97M-V/def2-TZVPD

Energy ... -992.9207 a.u.
HOMO-LUMO gap (alpha / beta) ... 7.20 / 6.78 eV
Molecular weight ... 219.31 u
Energy relative to the best compared isomer or geometry (same formula, charge and spin) ... 7.152 eV

Structure (XYZ):
```
28
C12H13NOS ωB97M-V/def2-TZVPD
C 3.2552 2.7985 -0.8511
C 2.0696 3.4342 -0.3514
C 3.4597 1.4663 -0.7952
C 1.2979 1.1855 -0.0409
C 2.5106 0.5685 -0.2560
C -1.0307 0.4337 1.0554
C 1.0153 2.5733 -0.0191
C -1.4971 -0.8275 0.8519
C -2.6502 -0.9192 0.1138
C 2.7726 -0.9513 -0.0632
C -2.8328 -3.3958 0.3162
C -3.3251 -2.1365 -0.3819
N -0.2171 3.0114 0.4949
O -2.5639 2.6686 1.1282
S -1.3793 2.0295 0.5528
H 3.9933 3.4635 -1.3235
H 1.9633 4.5449 -0.1493
H 4.3827 1.0990 -1.1458
H -1.0268 -1.6602 1.4085
H -3.1043 -0.0545 -0.1760
H 2.5769 -1.3503 -1.1218
H 2.0060 -1.4332 0.6691
H 3.8227 -0.9231 0.2752
H -3.1862 -4.2424 -0.3170
H -1.7004 -3.5359 0.3207
H -3.0061 -3.3954 1.4348
H -3.1140 -2.4370 -1.4332
H -4.4918 -2.0145 -0.1959
```